(1)
Formula: C4H7NO
Source: OMol25
Level of theory: ωB97M-V/def2-TZVPD

```
13
Properties=species:S:1:pos:R:3:forces:R:3
C 0.641 -0.845 0.253 0.0 0.0 0.0
C -0.883 -0.949 0.079 0.1 -0.2 0.2
O -1.461 0.097 -0.711 0.1 0.0 -0.1
C -0.989 1.339 -0.440 0.3 0.2 0.1
N 0.165 1.656 -0.038 -0.4 -0.2 -0.1
C 1.167 0.600 0.051 0.1 -0.2 0.0
H 0.875 -1.194 1.266 0.0 0.1 -0.2
H 1.164 -1.520 -0.434 -0.2 0.1 0.0
H -1.186 -1.881 -0.411 0.1 0.2 0.2
H -1.362 -0.908 1.066 0.0 0.0 -0.2
H -1.743 2.104 -0.640 0.1 -0.1 0.0
H 1.876 0.861 0.845 -0.2 0.0 -0.2
H 1.736 0.640 -0.887 -0.1 0.0 0.2
```
Forces are in eV/Å.

Calculated values
- charge = 0
- energy relative to the best compared isomer or geometry (same formula, charge and spin) (eV) = 1.373
- SMILES = C1=NCCCO1
- multiplicity = 1
- HOMO (hartree) = -0.357
- Kohn-Sham gap (eV) = 10.69
- M (g/mol) = 85.11

Atomic partial charges in e from the Mulliken method, atoms 1 to 2:
1. C -0.4658
2. C -0.3861

***

(2)
Formula: C26H32BiBrO4
Source: OMol25
Level of theory: ωB97M-V/def2-TZVPD

```
64
Properties=species:S:1:pos:R:3:forces:R:3
O -0.230 -0.665 -2.386 -1.1 -0.3 0.3
C -1.635 -0.928 -2.188 -0.8 0.2 -0.4
C -1.730 -1.722 -3.509 0.2 0.0 -0.2
H -2.226 -0.011 -2.121 0.7 -0.7 0.1
H -1.886 -1.549 -1.321 0.3 0.0 -0.2
C -0.265 -1.342 -3.652 0.0 -0.1 0.5
H -2.196 -1.363 -4.427 -0.9 0.0 0.6
H -1.920 -2.781 -3.346 0.0 0.0 -0.2
C -0.104 -0.358 -4.795 0.7 -0.1 -0.3
H -0.912 0.392 -4.811 0.3 -0.4 0.2
H -0.186 -0.970 -5.704 0.2 0.4 -0.1
H 0.856 0.197 -4.766 -0.4 -0.5 -0.1
C 0.593 -2.569 -3.595 0.7 -0.2 -0.3
H 0.131 -3.309 -2.925 0.2 0.2 -0.2
H 1.604 -2.374 -3.215 -0.1 0.0 -0.3
H 0.626 -2.962 -4.613 0.3 -0.4 0.1
Bi -0.240 1.187 2.005 1.6 -2.2 -0.8
C 1.952 -2.719 1.533 -0.9 0.6 1.4
C 1.311 -2.073 2.576 0.6 -0.2 -0.2
C 0.049 -1.525 2.104 -0.1 1.0 0.2
H 1.627 -2.015 3.608 0.0 0.0 -0.3
C -0.034 -1.921 0.714 0.8 -1.3 -0.7
C 1.097 -2.662 0.385 -1.7 1.1 0.1
H 1.280 -3.144 -0.564 0.1 0.2 -0.1
H 2.913 -3.206 1.570 0.1 -0.1 0.1
H -0.808 -1.535 2.776 0.0 -0.2 -0.2
H -0.881 -1.759 0.076 0.0 0.1 0.0
C 2.349 0.719 0.808 1.1 -1.4 -0.3
C 2.623 -0.264 -0.161 0.0 1.0 0.9
C 1.953 0.079 -1.369 0.1 1.3 0.4
H 3.297 -1.114 -0.074 -0.3 0.3 0.2
C 1.267 1.278 -1.175 -0.5 0.1 0.1
C 1.469 1.712 0.192 -0.6 0.1 0.1
H 1.433 2.760 0.491 0.4 -0.2 -0.1
H 2.807 0.787 1.798 -0.2 0.1 -0.7
H 2.022 -0.496 -2.290 0.0 0.4 0.4
H 0.651 1.845 -1.888 0.4 -0.6 0.3
O -3.406 1.135 -2.455 -2.0 0.9 -1.3
C -3.852 0.645 -3.762 0.2 -0.4 0.1
C -5.224 1.207 -4.111 0.5 0.2 0.2
H -3.973 -0.451 -3.775 0.4 0.4 0.5
H -3.097 0.892 -4.514 0.0 0.1 0.3
C -5.695 1.857 -2.801 -0.3 0.1 0.3
H -5.843 0.368 -4.418 -0.3 0.1 0.1
H -5.180 1.874 -4.972 0.0 0.3 0.3
C -4.509 1.806 -1.802 0.3 -0.1 0.0
H -6.569 1.306 -2.442 0.2 0.1 0.2
H -6.013 2.889 -2.935 0.0 0.0 -0.1
H -4.739 1.257 -0.867 -0.1 0.1 -0.5
H -4.159 2.810 -1.495 -0.2 -0.4 -0.3
Br 3.878 -0.554 3.855 0.2 0.0 0.5
C 3.517 0.428 5.433 -0.3 0.5 0.9
C 4.238 0.180 6.604 0.2 0.5 0.1
C 4.188 1.108 7.666 -0.3 -0.3 -0.3
C 3.299 2.190 7.607 0.1 0.1 0.1
C 2.462 2.352 6.498 0.1 -0.4 0.0
C 2.569 1.465 5.416 0.4 0.0 0.1
C 1.812 1.708 4.155 -0.5 1.0 -2.2
O 2.337 2.388 3.241 -1.5 -1.3 1.8
O 0.590 1.162 4.058 1.8 0.8 -0.2
H 4.862 -0.712 6.649 0.0 0.4 0.0
H 4.853 0.980 8.535 -0.5 0.0 -0.5
H 3.254 2.915 8.439 0.0 -0.5 -0.6
H 1.741 3.176 6.448 0.3 -0.4 0.0
```
Forces are in eV/Å.

Calculated values
- charge = 0
- multiplicity = 1
- HOMO (hartree) = -0.268
- Kohn-Sham gap (eV) = 6.53
- M (g/mol) = 697.42

Atomic partial charges in e from the Mulliken method, atoms 1 to 2:
1. O -0.0582
2. C -0.1611

***

(3)
Formula: C4H7NO
Source: OMol25
Level of theory: ωB97M-V/def2-TZVPD

```
13
Properties=species:S:1:pos:R:3:forces:R:3
C 1.795 0.377 -0.322 0.0 0.2 0.2
N 0.337 0.439 -0.455 -0.2 0.5 0.5
C -0.677 0.923 0.558 0.9 0.3 -0.2
C -0.479 -0.519 0.197 -0.2 -0.3 0.2
C -1.568 -1.255 -0.480 -0.2 -0.2 0.2
O -2.123 -2.186 0.055 0.1 0.2 -0.4
H 2.220 1.276 -0.779 -0.1 -0.1 0.2
H 2.235 -0.474 -0.870 -0.6 0.2 0.1
H 2.129 0.300 0.720 0.0 0.1 0.0
H -0.626 1.068 1.650 1.2 0.2 -0.5
H -1.320 1.683 0.124 -0.5 -0.7 -0.3
H 0.000 -1.068 1.015 -0.3 -0.1 -0.1
H -1.889 -0.837 -1.455 0.0 -0.1 0.0
```
Forces are in eV/Å.

Calculated values
- charge = 0
- energy relative to the best compared isomer or geometry (same formula, charge and spin) (eV) = 2.846
- SMILES = CN1C[C@H]1C=O
- multiplicity = 1
- HOMO (hartree) = -0.351
- Kohn-Sham gap (eV) = 10.53
- M (g/mol) = 85.11

Atomic partial charges in e from the Mulliken method, atoms 1 to 2:
1. C -0.7757
2. N -0.3059

***

(4)
Formula: C7H10
Source: OMol25
Level of theory: ωB97M-V/def2-TZVPD

```
17
Properties=species:S:1:pos:R:3:forces:R:3
C 1.293 -0.209 1.042 -0.4 -0.5 0.5
C 1.604 0.747 -0.027 -1.5 0.3 -0.1
C 1.157 -0.621 -0.424 0.0 -0.8 0.0
C -0.224 -0.375 -0.992 0.3 -0.2 -0.2
C -1.353 -0.882 -0.045 -0.1 0.3 -0.2
C -1.416 0.573 0.450 -1.1 1.3 -1.9
C -0.257 1.062 -0.407 4.2 0.1 1.1
H 2.029 -0.712 1.661 0.2 0.0 -0.3
H 0.356 0.014 1.573 0.6 -0.4 0.2
H 2.628 1.175 -0.194 -1.4 0.0 0.1
H 1.750 -1.449 -0.795 0.3 0.1 0.1
H -0.338 -0.570 -2.060 0.1 0.1 0.0
H -1.002 -1.683 0.626 0.0 0.5 0.0
H -2.295 -1.213 -0.495 0.2 0.0 0.0
H -1.823 1.110 -0.534 -1.5 -1.0 2.0
H -1.924 0.955 1.355 0.7 -0.1 -0.4
H -0.185 2.078 -0.737 -0.7 0.2 -0.9
```
Forces are in eV/Å.

Calculated values
- charge = 0
- energy relative to the best compared isomer or geometry (same formula, charge and spin) (eV) = 5.574
- multiplicity = 1
- HOMO (hartree) = -0.306
- Kohn-Sham gap (eV) = 9.49
- M (g/mol) = 94.16

Atomic partial charges in e from the Mulliken method, atoms 1 to 2:
1. C -0.5860
2. C -0.4164

***

(5)
Formula: C3H4O
Source: OMol25
Level of theory: ωB97M-V/def2-TZVPD

```
8
Properties=species:S:1:pos:R:3:forces:R:3
C -0.126 -0.101 -1.314 3.5 -1.0 4.7
C -0.256 0.539 -0.024 -2.3 1.4 -5.1
C 0.118 -0.160 1.196 6.3 -1.6 -1.4
H -0.382 0.209 -2.342 -0.1 0.1 1.0
H 0.772 -1.160 -1.249 -3.3 3.3 -0.3
H -0.904 1.638 0.168 1.9 -3.6 -0.8
H 1.258 -0.675 1.394 -2.0 1.2 -1.9
O -0.479 -0.289 2.171 -4.0 0.2 3.8
```
Forces are in eV/Å.

Calculated values
- charge = 0
- energy relative to the best compared isomer or geometry (same formula, charge and spin) (eV) = 2.750
- multiplicity = 1
- HOMO (hartree) = -0.359
- Kohn-Sham gap (eV) = 9.80
- M (g/mol) = 56.06

Atomic partial charges in e from the Mulliken method, atoms 1 to 2:
1. C -0.5473
2. C -0.0236

***

(6)
Formula: C36H90N6O12
Source: OMol25
Level of theory: ωB97M-V/def2-TZVPD

```
144
Properties=species:S:1:pos:R:3:forces:R:3
C -8.407 -4.999 -2.277 -1.2 1.7 -0.1
O -7.470 -5.285 -1.284 0.1 -0.6 -0.8
C -6.927 -4.149 -0.681 0.3 0.0 0.7
C -5.555 -4.481 -0.199 1.3 -0.1 0.6
N -4.549 -4.557 -1.245 0.1 0.6 -0.1
C -3.179 -4.603 -0.727 -0.1 -1.2 -0.5
C -2.196 -3.892 -1.632 -0.7 0.4 0.5
O -2.148 -4.616 -2.829 0.3 -0.1 -0.5
C -1.385 -3.997 -3.850 0.5 0.2 0.3
H -9.355 -4.644 -1.830 0.0 -0.6 0.0
H -8.604 -5.813 -2.964 0.2 -0.4 0.3
H -8.147 -4.109 -2.878 0.5 -0.4 0.0
H -7.498 -3.858 0.209 -0.4 0.1 -0.2
H -6.854 -3.299 -1.365 -0.1 0.0 -0.1
H -5.495 -5.407 0.394 -0.7 0.0 0.1
H -5.245 -3.690 0.491 0.0 0.1 -0.1
H -4.737 -5.349 -1.841 0.1 0.0 -0.1
H -2.810 -5.645 -0.716 -0.2 0.1 0.4
H -3.166 -4.237 0.300 0.2 0.2 -0.1
H -1.226 -3.837 -1.120 0.1 0.1 -0.2
H -2.610 -2.892 -1.817 0.4 0.1 -0.1
H -1.807 -4.251 -4.820 -0.1 0.1 0.1
H -0.330 -4.318 -3.844 -0.2 -0.2 0.1
H -1.343 -2.910 -3.706 -0.3 -0.1 -0.2
C 1.988 5.113 -1.327 -0.4 0.3 0.0
O 0.961 4.924 -2.280 0.6 0.0 -0.7
C 1.001 3.639 -2.877 -0.7 0.0 -0.1
C -0.432 3.278 -3.263 1.4 0.4 -1.4
N -1.372 3.713 -2.300 -0.8 -1.0 0.3
C -2.706 3.756 -2.851 -1.0 0.1 1.3
C -3.603 4.539 -1.889 1.1 0.7 -0.9
O -4.928 4.398 -2.289 -0.4 0.1 0.1
C -5.770 5.136 -1.429 0.0 -0.6 0.0
H 2.213 6.177 -1.328 0.0 0.1 0.3
H 2.918 4.585 -1.545 -0.1 -0.2 -0.2
H 1.573 4.764 -0.382 0.5 0.2 0.4
H 1.487 2.960 -2.172 -0.1 -0.3 -0.1
H 1.495 3.654 -3.855 0.7 0.0 0.4
H -0.444 2.234 -3.596 -0.4 -0.3 0.8
H -0.574 3.788 -4.235 -0.3 0.3 0.1
H -1.076 4.591 -1.900 0.0 0.1 -0.2
H -3.150 2.758 -2.929 0.3 -0.1 -0.2
H -2.788 4.252 -3.828 0.2 -0.1 -0.1
H -3.275 5.589 -2.023 -0.3 0.1 0.3
H -3.432 4.309 -0.831 -0.1 -0.4 0.0
H -6.774 5.118 -1.843 0.0 0.3 -0.1
H -5.365 6.140 -1.287 -0.3 0.2 -0.1
H -5.821 4.635 -0.459 0.1 0.1 0.2
C 0.487 -1.739 2.697 1.1 0.6 0.3
O 0.150 -1.463 1.354 -0.1 -0.3 0.1
C -0.834 -0.463 1.237 -1.4 -0.6 -0.2
C -1.429 -0.430 -0.166 -0.1 1.3 -0.1
N -0.621 0.192 -1.186 1.0 0.0 -1.6
C 0.779 -0.198 -1.309 0.2 -0.9 1.4
C 0.924 -1.633 -1.742 -1.0 -0.8 -0.9
O 2.204 -1.933 -2.258 -0.5 0.3 -0.5
C 2.492 -3.284 -2.084 0.8 -0.5 1.4
H 0.195 -2.708 3.112 -0.7 0.0 -0.4
H 0.124 -0.916 3.317 0.0 -0.2 0.3
H 1.582 -1.750 2.764 -0.1 0.2 0.0
H -0.492 0.540 1.516 0.2 -0.1 0.1
H -1.695 -0.717 1.880 0.2 0.1 0.2
H -2.337 0.184 -0.120 0.1 0.0 0.2
H -1.813 -1.400 -0.486 0.5 -0.2 0.1
H -0.618 1.194 -1.308 -1.0 0.1 0.6
H 1.227 -0.176 -0.311 0.5 0.2 -0.1
H 1.360 0.471 -1.939 -0.3 0.1 -0.3
H 0.156 -1.863 -2.501 0.2 0.3 -0.2
H 0.663 -2.347 -0.952 0.3 0.4 0.4
H 3.385 -3.539 -2.647 0.0 0.0 -0.1
H 1.719 -4.042 -2.266 -0.4 0.5 -0.6
H 2.700 -3.404 -1.008 0.3 -0.3 -0.1
C 6.765 -5.662 -7.146 0.6 -0.8 -0.4
O 6.484 -4.453 -6.499 0.0 -0.3 0.0
C 5.114 -4.257 -6.321 -1.8 0.4 -0.7
C 4.894 -3.073 -5.438 0.0 0.4 1.9
N 5.442 -1.828 -5.977 0.7 -0.4 0.6
C 5.443 -0.763 -4.944 -1.1 0.1 -1.0
C 6.800 -0.411 -4.375 -0.1 0.7 -0.8
O 6.561 0.341 -3.221 -0.6 -0.2 0.2
C 7.659 0.457 -2.405 1.4 1.1 0.8
H 5.968 -6.009 -7.812 -0.2 0.2 0.1
H 6.987 -6.475 -6.443 -0.2 0.1 0.1
H 7.657 -5.564 -7.771 0.0 0.3 0.1
H 4.527 -5.120 -5.968 0.7 -0.2 0.6
H 4.582 -4.074 -7.274 0.6 0.2 -0.2
H 5.322 -3.282 -4.430 0.4 -0.2 -0.4
H 3.856 -2.927 -5.112 -0.2 -0.1 -0.9
H 6.431 -2.045 -6.117 -0.2 0.0 -0.5
H 4.694 -0.975 -4.175 0.4 -0.3 0.3
H 5.025 0.120 -5.438 0.2 0.2 0.2
H 7.307 0.249 -5.098 0.1 -0.2 -0.1
H 7.494 -1.250 -4.233 -0.4 -0.3 0.4
H 8.171 -0.496 -2.254 -0.1 -0.1 0.2
H 7.373 0.929 -1.463 -0.4 -0.5 0.1
H 8.426 1.179 -2.748 -0.1 -0.3 -0.6
C 4.274 2.233 0.716 0.4 0.9 -0.1
O 2.957 1.988 0.289 0.2 0.0 0.0
C 2.056 1.760 1.339 -0.5 -0.4 0.4
C 1.766 2.973 2.214 1.0 0.0 0.3
N 2.666 3.031 3.399 -0.6 0.5 -0.6
C 2.216 2.374 4.627 0.0 1.1 -0.2
C 3.312 2.473 5.677 -0.4 -1.5 -1.4
O 3.498 3.799 6.041 0.4 0.0 0.9
C 4.401 3.907 7.142 -0.4 1.3 -0.3
H 4.792 1.368 1.145 -0.3 -0.2 -0.1
H 4.322 3.040 1.457 -0.1 -0.2 0.0
H 4.813 2.602 -0.159 0.1 -0.3 0.0
H 2.416 0.944 1.983 0.0 0.0 0.0
H 1.154 1.404 0.854 -0.1 0.1 0.0
H 0.701 3.074 2.464 0.0 -0.1 0.0
H 2.077 3.849 1.635 -0.4 0.0 -0.2
H 2.748 4.033 3.535 0.4 -0.2 0.7
H 1.995 1.332 4.400 -0.1 0.0 0.2
H 1.332 2.868 5.068 -0.2 -0.3 -0.2
H 4.198 2.049 5.180 0.3 0.1 0.4
H 3.010 1.783 6.475 0.2 0.4 0.5
H 4.568 4.984 7.256 0.1 -0.2 0.0
H 5.369 3.442 6.938 -0.1 -0.3 0.1
H 3.946 3.581 8.083 0.1 -0.4 -0.2
C -7.440 2.167 4.525 -1.1 -0.2 0.8
O -6.224 1.816 5.116 0.3 0.5 -0.4
C -5.969 0.435 5.028 0.2 -0.3 -0.1
C -4.572 0.215 4.518 1.1 -0.6 0.6
N -3.652 0.905 5.418 0.0 0.2 -0.3
C -2.249 0.917 5.018 -0.1 -0.3 1.1
C -1.405 1.156 6.275 -0.6 0.6 -0.8
O -0.116 0.601 6.090 -0.4 0.3 0.2
C 0.530 0.486 7.318 1.5 -0.2 0.9
H -8.254 1.707 5.110 -0.1 0.0 -0.2
H -7.541 1.805 3.503 0.2 0.2 -0.2
H -7.600 3.237 4.613 0.3 0.1 -0.3
H -6.677 -0.051 4.353 -0.1 -0.1 0.2
H -6.034 0.032 6.040 -0.2 -0.3 0.0
H -4.449 0.415 3.441 -0.1 0.5 0.1
H -4.290 -0.841 4.645 -0.4 -0.1 -0.2
H -4.003 1.829 5.639 0.1 0.0 -0.2
H -2.019 1.690 4.274 0.1 -0.4 -0.3
H -1.957 -0.090 4.712 -0.2 0.1 -0.6
H -1.883 0.707 7.148 -0.1 -0.1 -0.1
H -1.434 2.252 6.406 0.7 -0.1 0.4
H -0.134 0.230 8.149 -0.2 -0.1 -0.2
H 1.105 1.371 7.636 -0.5 0.3 -0.3
H 1.308 -0.285 7.281 -0.3 -0.2 -0.3
```
Forces are in eV/Å.

Calculated values
- charge = 0
- energy relative to the best compared isomer or geometry (same formula, charge and spin) (eV) = 13.064
- SMILES = COCCNCCOC.COCCNCCOC.COCCNCCOC.COCCNCCOC.COCCNCCOC.COCCNCCOC
- multiplicity = 1
- HOMO (hartree) = -0.302
- Kohn-Sham gap (eV) = 8.57
- M (g/mol) = 799.15

Atomic partial charges in e from the Mulliken method, atoms 1 to 2:
1. C -0.7573
2. O -0.2905